[1]
The following is a DFT calculation (ωB97M-V/def2-TZVPD) of C11H11CdNO2 as an isolated structure at a distorted geometry.

Summary:
* F_max: 0.033 hartree/bohr
* net charge: 0

Last column: natural (NBO) charge in e.
Atoms and positions in Å:
Cd1 1.55635 -0.31153 -2.03647  1.425
C1 -0.01838 -0.23767 -3.56717  -1.209
H1 0.48297 -0.41411 -4.52561  0.216
H2 -0.75366 -1.02294 -3.38211  0.205
H3 -0.49415 0.74031 -3.55511  0.219
H4 -2.49062 0.61616 -4.93558  0.003
H5 -2.89012 1.24451 -4.70126  -0.003
O1 4.25687 1.58482 0.55341  -0.618
C2 3.35982 0.95185 -0.01040  0.729
O2 3.35449 0.54846 -1.24712  -0.860
C3 2.14009 0.60513 0.82013  0.141
C4 2.09925 0.81330 2.21035  -0.224
C5 0.95738 0.46237 2.90177  -0.142
C6 -0.15552 -0.07624 2.21850  -0.022
C7 -1.34135 -0.48920 2.87295  -0.196
C8 -2.41784 -0.98301 2.15410  -0.209
C9 -2.34890 -1.07560 0.74561  -0.187
C10 -1.18890 -0.71507 0.07563  -0.214
C11 -0.07114 -0.22855 0.78975  0.142
N1 1.10509 0.08329 0.15688  -0.570
H6 2.98046 1.23970 2.67446  0.260
H7 0.90601 0.60058 3.98030  0.222
H8 -1.37210 -0.39827 3.96105  0.218
H9 -3.32144 -1.30161 2.67383  0.224
H10 -3.21136 -1.44043 0.18539  0.225
H11 -1.12331 -0.79627 -1.01326  0.227

=====

[2]
The following is a DFT calculation (ωB97M-V/def2-TZVPD) of a 10-piece molecular cluster, C18H46Cl8O11 overall at a distorted geometry.

Summary:
* F_max: 0.098 hartree/bohr
* structure (SMILES): C1CCOC1.ClCCl.ClCCl.ClCCl.ClCCl.OCCO.OCCO.OCCO.OCCO.OCCO
* net charge: 0

Last column: Löwdin charge in e.
Atoms and positions in Å:
C1 -5.68657 7.03210 0.11374  -0.181
C2 -6.13025 8.33716 0.78925  -0.188
C3 -5.32123 8.30743 2.00246  -0.226
O1 -5.18883 6.89359 2.27086  -0.156
C4 -5.67317 6.02910 1.22725  -0.192
H1 -4.70524 7.10829 -0.35455  0.120
H2 -6.44232 6.68171 -0.58923  0.110
H3 -7.16636 8.32899 1.12763  0.120
H4 -5.89522 9.20167 0.16838  0.118
H5 -5.82507 8.83162 2.81454  0.120
H6 -4.35686 8.77495 1.80367  0.118
H7 -6.69549 5.72373 1.45021  0.116
H8 -4.98215 5.19751 1.08925  0.122
Cl1 -0.97589 3.51837 -6.49724  0.475
C5 0.18736 2.14824 -6.47057  -1.012
Cl2 0.35952 1.23983 -7.98965  0.493
H9 1.13949 2.61649 -6.22100  0.018
H10 -0.05280 1.44024 -5.67738  0.025
Cl3 2.70183 -8.23166 2.21751  0.469
C6 3.14570 -6.88105 3.32041  -0.989
Cl4 4.62931 -7.25557 4.25183  0.470
H11 3.34254 -6.01692 2.68588  0.021
H12 2.34330 -6.62704 4.01304  0.029
Cl5 -3.40370 -5.18558 2.12886  0.482
C7 -3.54172 -4.15268 0.67854  -0.968
Cl6 -4.24273 -2.50792 1.05449  0.441
H13 -2.53804 -4.04894 0.26628  0.023
H14 -4.21798 -4.62483 -0.03410  0.021
Cl7 -7.48961 1.86335 -4.47811  0.446
C8 -6.99901 0.27033 -3.75147  -1.027
Cl8 -5.30294 0.06069 -3.98518  0.527
H15 -7.25989 0.16497 -2.69841  0.033
H16 -7.58857 -0.42117 -4.35342  0.020
O2 -0.86694 -3.79038 -5.65792  -0.076
C9 -1.79839 -4.75188 -6.10737  -0.240
C10 -1.78502 -4.94381 -7.66400  -0.201
O3 -2.28528 -3.76461 -8.37267  -0.081
H17 -0.14798 -4.23901 -5.20689  0.082
H18 -1.39726 -5.62326 -5.58979  0.111
H19 -2.82642 -4.57485 -5.79127  0.115
H20 -2.38878 -5.82622 -7.87597  0.110
H21 -0.78258 -5.11823 -8.05490  0.109
H22 -1.63442 -3.07594 -8.21869  0.071
O4 -2.44271 2.57195 8.06665  -0.071
C11 -1.44520 2.67172 7.05973  -0.233
C12 -0.87391 4.14026 7.03492  -0.315
O5 -1.80801 5.04091 6.80206  -0.024
H23 -2.79457 3.46513 8.07162  0.067
H24 -0.60595 1.98577 7.17481  0.109
H25 -1.95929 2.32650 6.16272  0.107
H26 -0.08285 4.19963 6.28739  0.114
H27 -0.37209 4.20963 8.00005  0.126
H28 -2.22482 5.02419 5.93743  0.118
O6 0.18791 1.69882 -0.39393  -0.087
C13 0.40247 0.33199 0.04951  -0.194
C14 0.94248 0.51847 1.46928  -0.272
O7 1.03289 -0.72207 2.13046  -0.072
H29 -0.59139 1.75307 -0.95190  0.075
H30 -0.49527 -0.27773 -0.05250  0.123
H31 1.27074 -0.07843 -0.46601  0.113
H32 0.27237 1.10845 2.09457  0.111
H33 1.86846 1.07054 1.63015  0.122
H34 1.80082 -0.63076 2.69928  0.081
O8 7.79212 -1.82069 2.97658  -0.054
C15 8.06469 -0.64024 3.75178  -0.261
C16 6.83510 0.23885 3.91871  -0.214
O9 5.93232 -0.59800 4.69234  -0.086
H35 7.80534 -2.52167 3.63236  0.080
H36 8.54437 -0.88147 4.70036  0.116
H37 8.80316 0.00890 3.28126  0.109
H38 6.40492 0.41413 2.93264  0.117
H39 6.99513 1.22135 4.36277  0.115
H40 6.19456 -0.49445 5.61000  0.076
O10 4.39123 -4.71915 -3.27020  -0.096
C17 5.60588 -4.83182 -4.05107  -0.201
C18 6.78614 -4.28782 -3.18392  -0.207
O11 6.34096 -3.19634 -2.35162  -0.083
H41 4.53986 -4.07620 -2.57298  0.056
H42 5.72265 -5.83938 -4.45018  0.114
H43 5.38508 -4.18353 -4.89905  0.104
H44 7.72647 -4.14126 -3.71533  0.110
H45 7.04865 -5.10664 -2.51405  0.108
H46 6.74488 -3.06138 -1.49126  0.094

=====

[3]
The following is a DFT calculation (ωB97M-V/def2-TZVPD) of a 2-piece molecular cluster, C5H13N2O overall at a distorted geometry.

Summary:
* F_max: 0.113 hartree/bohr
* net charge: +1

Last column: natural (NBO) charge in e.
Atoms and positions in Å:
C1 -1.56615 -0.31838 0.57427  0.672
C2 -2.75726 0.43277 1.18325  -0.691
C3 0.42767 -0.25932 -1.72934  -0.463
C4 1.65070 1.07346 -0.27982  -0.398
C5 1.35016 -1.16957 0.39330  -0.456
N1 -0.36763 0.40758 0.49153  -0.498
N2 0.71157 -0.03962 -0.29548  -0.099
O1 -1.59699 -1.41052 0.04970  -0.561
H1 -2.47406 1.51650 1.00006  0.236
H2 -2.76396 0.15311 2.12764  0.238
H3 -3.69364 0.03244 0.81728  0.276
H4 -0.39983 -0.93452 -2.08509  0.288
H5 0.10152 0.69251 -2.17762  0.244
H6 1.28640 -0.59205 -2.37831  0.264
H7 2.18370 1.08926 0.62862  0.231
H8 2.36889 0.82968 -1.06657  0.238
H9 1.16010 2.03708 -0.48995  0.253
H10 1.17117 -2.10412 -0.23000  0.258
H11 2.41197 -1.14297 0.41416  0.240
H12 0.86956 -1.51060 1.32581  0.268
H13 -0.07389 1.21729 1.72655  0.461

=====

no.,lowest unoccupied orbital energy (eV)
1,-0.7671
2,0.0043
3,-4.8025